*one*
DFT (ωB97M-V/def2-TZVPD) results for C5H8N2S in the gas phase.

Structure (XYZ):
```
16
Properties=species:S:1:pos:R:3
C -1.56 -0.34 2.09
C -0.16 0.21 1.81
C 0.31 -0.14 0.39
C -0.30 0.59 -0.77
C 2.50 -1.27 -1.63
H -1.86 0.01 3.07
H -2.35 -0.01 1.38
H -1.53 -1.47 2.14
H -0.16 1.29 1.90
H 0.56 -0.20 2.49
H 0.18 0.27 -1.71
H 3.05 -0.35 -1.58
H 2.76 -2.02 -2.34
N 1.21 -1.03 0.26
N 1.49 -1.61 -0.92
S -1.52 1.67 -0.75
```

The LUMO energy is -1.17 eV. The charge is 0. For the highest occupied orbital energy, the calculation gives -8.88 eV. The orbital gap comes out at 0.2833 hartree.

***

*two*
DFT (ωB97M-V/def2-TZVPD) results for C5H8N2S in the gas phase.

Structure (XYZ):
```
16
Properties=species:S:1:pos:R:3
C -0.08 -1.03 1.63
C -0.37 -0.45 0.28
C 2.35 1.75 0.08
C -1.46 -0.86 -0.45
C -1.84 -0.37 -1.75
H 0.89 -1.49 1.63
H -0.83 -1.78 1.89
H -0.10 -0.22 2.36
H 0.36 0.91 -1.06
H 2.21 2.22 -0.89
H 3.21 2.07 0.70
H -2.11 -1.62 0.00
H -1.19 0.38 -2.21
N 0.51 0.49 -0.16
N 1.58 0.86 0.57
S -3.13 -0.86 -2.61
```

The LUMO energy is -0.33 eV. The charge is 0. For the highest occupied orbital energy, the calculation gives -8.08 eV. The orbital gap comes out at 0.2846 hartree.

***

*three*
DFT (ωB97M-V/def2-TZVPD) results for C5H8N2S in the gas phase.

Structure (XYZ):
```
16
Properties=species:S:1:pos:R:3
C -1.10 -0.95 -0.18
C -0.46 0.05 0.89
C 1.00 0.15 0.71
C 1.75 1.48 0.28
C 0.91 0.75 -0.74
H -2.50 -1.66 1.15
H -1.18 0.89 0.71
H -0.81 -0.22 1.84
H 1.59 -0.73 0.96
H 1.46 2.49 0.50
H 2.84 1.06 0.35
H -0.22 1.16 -0.75
H -1.27 -1.23 -2.33
N -2.20 -1.69 0.11
N -0.70 -0.99 -1.48
S 0.92 -0.56 -2.01
```

The LUMO energy is 0.72 eV. The charge is 0. For the highest occupied orbital energy, the calculation gives -8.13 eV. The orbital gap comes out at 0.3251 hartree.

***

On energetic grounds, *two* is preferred over the next structure by 0.624 eV.

***

*one*
DFT (ωB97M-V/def2-TZVPD) results for C6H13N3O3 in the gas phase.

Structure (XYZ):
```
25
Properties=species:S:1:pos:R:3
C 0.95 1.17 -0.27
C -0.85 -1.27 0.20
C -1.55 0.83 1.47
C -2.83 0.03 -0.61
C -0.47 0.97 -0.83
C -1.44 0.17 0.10
N 3.35 -1.14 0.02
N 1.80 0.12 -0.63
N 3.17 0.04 -0.15
O 1.24 2.11 0.43
O 3.87 0.98 -0.02
O 4.65 -1.56 0.42
H -1.01 -1.78 -0.81
H -1.52 -1.82 0.82
H 0.15 -1.25 0.50
H -2.24 0.22 2.09
H -0.52 1.11 2.01
H -2.09 1.80 1.30
H -2.83 -0.32 -1.64
H -3.45 0.89 -0.71
H -3.19 -0.69 0.20
H -0.41 0.64 -1.80
H -0.97 1.95 -0.89
H 1.44 -0.67 -1.22
H 4.75 -2.50 0.01
```

The LUMO energy is 0.54 eV. The charge is 0. For the highest occupied orbital energy, the calculation gives -9.72 eV. The orbital gap comes out at 0.3770 hartree.

***

*two*
DFT (ωB97M-V/def2-TZVPD) results for C6H13N3O3 in the gas phase.

Structure (XYZ):
```
25
Properties=species:S:1:pos:R:3
C 2.10 1.09 -0.79
C 0.26 1.40 0.64
C 0.63 -0.92 0.04
C 0.67 -1.91 -1.07
C -1.45 0.27 -0.61
C -2.84 0.22 0.13
N 1.52 1.87 -0.02
N -0.22 0.14 0.09
N 1.58 -1.23 0.90
O 1.72 -0.36 2.11
O 2.45 -2.02 0.68
O -3.19 1.55 0.63
H 2.97 1.35 -1.42
H 1.82 0.05 -0.93
H 0.45 1.33 1.62
H -0.52 2.17 0.48
H 1.71 -2.33 -1.22
H 0.38 -1.56 -2.06
H 0.08 -2.70 -0.91
H -1.38 -0.66 -1.24
H -1.46 1.27 -1.14
H -2.78 -0.54 0.90
H -3.62 0.06 -0.62
H 2.54 -0.02 2.22
H -3.39 1.50 1.60
```

The LUMO energy is 0.68 eV. The charge is 0. For the highest occupied orbital energy, the calculation gives -7.54 eV. The orbital gap comes out at 0.3021 hartree.

***

On energetic grounds, *one* is preferred over the next structure by 0.994 eV.

***

*one*
DFT (ωB97M-V/def2-TZVPD) results for C2H5N in the gas phase.

Structure (XYZ):
```
8
Properties=species:S:1:pos:R:3
C 0.71 -0.43 0.00
C -0.77 -0.32 0.01
H 1.02 -0.94 -0.88
H 1.00 -0.72 1.07
H -1.16 -0.45 0.97
H -1.43 -0.56 -0.80
H 0.01 1.24 0.74
N 0.12 0.85 -0.17
```

The LUMO energy is 1.23 eV. The charge is 0. For the highest occupied orbital energy, the calculation gives -9.85 eV. The orbital gap comes out at 0.4074 hartree.

***

*two*
DFT (ωB97M-V/def2-TZVPD) results for C2H5N in the gas phase.

Structure (XYZ):
```
8
Properties=species:S:1:pos:R:3
C 0.76 -0.30 0.06
C -0.72 -0.47 0.03
H 1.31 -0.33 0.87
H 1.35 -0.76 -0.78
H -1.14 -0.82 0.97
H -0.88 -0.78 -1.02
H -0.21 1.39 0.76
N -0.10 0.85 -0.19
```

The LUMO energy is 1.22 eV. The charge is 0. For the highest occupied orbital energy, the calculation gives -9.54 eV. The orbital gap comes out at 0.3953 hartree.

***

*three*
DFT (ωB97M-V/def2-TZVPD) results for C2H5N in the gas phase.

Structure (XYZ):
```
8
Properties=species:S:1:pos:R:3
C -0.12 -0.16 -0.74
C 0.59 0.29 0.45
H 0.27 -0.92 -1.40
H -0.82 0.51 -1.26
H 0.46 1.32 0.80
H 1.56 -0.16 0.71
H -1.38 -0.22 0.86
N -0.55 -0.66 0.58
```

The LUMO energy is 1.33 eV. The charge is 0. For the highest occupied orbital energy, the calculation gives -9.65 eV. The orbital gap comes out at 0.4036 hartree.

***

On energetic grounds, *three* is preferred over the next structure by 0.487 eV.

***

*one*
DFT (ωB97M-V/def2-TZVPD) results for 2 unconnected molecules or ions with the total composition C3H4I2.

Structure (XYZ):
```
9
Properties=species:S:1:pos:R:3
C -0.64 0.18 -0.02
C 2.08 -0.36 0.39
C -1.69 -0.45 -0.28
I 2.75 1.58 -0.21
I -3.69 0.48 -0.20
H -0.13 1.14 0.11
H 1.65 -0.92 -0.40
H 1.53 -0.25 1.27
H -1.86 -1.42 -0.67
```

The LUMO energy (alpha / beta) is -1.45 / -0.96 eV. The charge is 0. For the highest occupied orbital energy (alpha / beta), the calculation gives -9.05 / -8.84 eV. The orbital gap (alpha / beta) comes out at 0.2791 / 0.2894 hartree.

***

*two*
DFT (ωB97M-V/def2-TZVPD) results for 2 unconnected molecules or ions with the total composition C3H4I2.

Structure (XYZ):
```
9
Properties=species:S:1:pos:R:3
C -0.68 -0.16 0.75
C -0.59 -0.06 -0.76
C 0.50 0.51 -0.06
I 1.43 2.34 -0.05
I 2.75 -1.69 0.07
H -1.08 0.60 1.39
H -0.74 -1.19 1.25
H -0.30 -1.02 -1.22
H -1.29 0.66 -1.36
```

The LUMO energy (alpha / beta) is -1.29 / -2.36 eV. The charge is 0. For the highest occupied orbital energy (alpha / beta), the calculation gives -9.22 / -8.51 eV. The orbital gap (alpha / beta) comes out at 0.2915 / 0.2260 hartree.

***

On energetic grounds, *two* is preferred over the next structure by 1.667 eV.

***

*one*
DFT (ωB97M-V/def2-TZVPD) results for a molecular structure, C2H4N4O2.

Structure (XYZ):
```
12
Properties=species:S:1:pos:R:3
C 0.08 -0.68 -0.38
C -1.24 -1.26 -0.37
H 3.02 -0.62 0.64
H -1.71 -2.32 -0.17
H -1.80 1.52 0.80
H 1.56 1.54 -0.19
N 1.39 -1.18 -0.08
N -2.08 -0.37 0.09
N -1.60 0.92 -0.13
N -0.24 0.75 0.25
O 2.11 -0.02 0.01
O 0.52 1.72 -0.47
```

The LUMO energy is -0.51 eV. The charge is 0. For the highest occupied orbital energy, the calculation gives -8.59 eV. The orbital gap comes out at 0.2967 hartree.

***

*two*
DFT (ωB97M-V/def2-TZVPD) results for a molecular structure, C2H4N4O2.

Structure (XYZ):
```
12
Properties=species:S:1:pos:R:3
C -1.15 0.45 -0.15
C 0.87 1.22 -0.20
H -3.46 0.71 -0.31
H -2.62 -1.03 0.19
H 2.27 -0.76 0.90
H 2.62 -1.50 -0.45
N -2.47 0.04 0.26
N -0.41 1.52 -0.15
N 0.95 -0.33 -0.37
N 1.84 -1.21 0.08
O 1.98 1.57 0.24
O -0.42 -0.68 -0.05
```

The LUMO energy is 0.19 eV. The charge is 0. For the highest occupied orbital energy, the calculation gives -9.04 eV. The orbital gap comes out at 0.3389 hartree.

***

On energetic grounds, *two* is preferred over the next structure by 4.760 eV.

***

*one*
DFT (ωB97M-V/def2-TZVPD) results for C2H2ClP in the gas phase.

Structure (XYZ):
```
6
Properties=species:S:1:pos:R:3
C -0.59 0.03 -0.54
C 0.33 -0.83 -0.24
P -0.35 0.19 1.23
Cl 0.85 1.87 1.60
H -0.99 0.43 -1.34
H 0.75 -1.69 -0.70
```

The LUMO energy is 0.86 eV. The charge is 0. For the highest occupied orbital energy, the calculation gives -9.61 eV. The orbital gap comes out at 0.3850 hartree.

***

*two*
DFT (ωB97M-V/def2-TZVPD) results for C2H2ClP in the gas phase.

Structure (XYZ):
```
6
Properties=species:S:1:pos:R:3
C 0.29 0.74 0.09
C 0.45 -0.37 -0.57
P 1.54 0.98 -1.33
Cl 0.42 1.98 -2.73
H -0.23 1.20 1.07
H 0.25 -1.36 -0.79
```

The LUMO energy is 0.99 eV. The charge is 0. For the highest occupied orbital energy, the calculation gives -9.51 eV. The orbital gap comes out at 0.3859 hartree.

***

On energetic grounds, *two* is preferred over the next structure by 0.057 eV.